[1]
{"formula": "C4H6N2", "method": "ωB97M-V/def2-TZVPD", "molar_mass_da": 82.11, "de_lowest_kcal_mol": 73.6, "homo_ha": -0.2747, "e_tot_ha": -265.41824, "smiles": "C1=CCNN=C1", "orbital_gap_ev": 8.125, "species": ["H", "H", "H", "H", "C", "N", "H", "N", "C", "H", "C", "C"], "coordinates": [[0.016, 0.849, 2.336], [0.427, 2.340, 0.787], [-1.071, -2.219, -0.057], [1.240, -1.183, -0.713], [-0.223, 0.498, 1.337], [-0.828, -1.230, 0.035], [0.005, -1.005, -1.924], [-0.821, -0.709, 1.194], [0.155, 1.380, 0.359], [0.705, 1.308, -1.661], [0.153, -0.760, -0.849], [0.242, 0.732, -0.845]], "lowdin_charge": [0.093, 0.110, 0.152, 0.139, -0.196, -0.095, 0.114, 0.022, -0.113, 0.103, -0.246, -0.083]}

***

[2]
{"formula": "C45H82Br2F3N8O5P2", "method": "ωB97M-V/def2-TZVPD", "molar_mass_da": 1093.95, "total_charge": 1, "homo_ha": -0.3392, "e_tot_ha": -8707.79264, "orbital_gap_ev": 5.389, "species": ["H", "H", "C", "O", "C", "H", "C", "H", "H", "H", "H", "N", "C", "H", "Br", "H", "H", "H", "C", "C", "H", "O", "H", "H", "H", "H", "H", "C", "F", "F", "C", "H", "H", "C", "C", "H", "H", "H", "C", "H", "H", "C", "C", "H", "C", "H", "H", "C", "N", "H", "H", "P", "N", "H", "H", "N", "C", "H", "N", "H", "H", "C", "H", "H", "H", "C", "C", "C", "H", "C", "H", "C", "O", "H", "N", "Br", "H", "H", "H", "C", "H", "H", "H", "H", "H", "O", "C", "H", "H", "C", "C", "C", "H", "C", "H", "C", "H", "H", "H", "H", "N", "C", "C", "H", "H", "N", "H", "P", "C", "H", "C", "H", "H", "H", "C", "H", "H", "H", "H", "H", "H", "C", "H", "H", "H", "C", "C", "H", "C", "C", "H", "H", "H", "H", "C", "F", "O", "H", "H", "C", "C", "H", "H", "H", "C", "C", "C"], "coordinates": [[4.106, -5.784, 7.656], [-2.890, 4.924, 1.304], [-1.314, 10.519, -0.407], [-3.860, -5.038, -2.878], [3.081, -5.505, 7.373], [-3.417, -8.583, -3.736], [-0.778, 7.271, 0.588], [5.169, -4.077, 6.221], [1.978, -7.782, 7.487], [-5.499, -3.290, -2.319], [-6.946, -7.255, -3.991], [-5.200, -7.688, -1.419], [-5.580, -3.898, -1.408], [-1.900, 11.161, -1.113], [-6.477, 6.397, -2.680], [1.669, 6.198, -3.916], [5.176, -7.611, 4.006], [-2.065, 4.052, -0.027], [2.377, -0.753, 0.456], [3.937, 4.914, 0.651], [-0.862, -2.543, -2.821], [0.203, 2.937, 2.200], [-7.005, -4.939, -3.526], [-0.218, 10.771, -0.551], [-7.846, -4.471, -2.038], [-3.450, 4.917, -1.567], [2.438, -5.726, 8.232], [3.198, -1.924, 0.165], [-5.505, 5.141, -0.322], [-4.323, 8.049, -2.023], [0.110, 3.445, 1.117], [2.070, 4.335, -5.726], [2.299, 3.899, -3.097], [3.698, 5.226, -1.914], [0.170, 4.994, 1.007], [-7.754, -6.135, -2.434], [-3.240, -8.020, -0.662], [3.997, 4.212, -6.984], [-3.655, -7.680, -4.316], [1.889, -8.155, 5.777], [-4.637, -3.829, -0.865], [0.814, 1.543, -0.035], [4.715, -1.872, 0.518], [2.612, -2.242, 4.526], [-1.525, -2.967, -2.007], [1.156, -3.963, 3.147], [2.378, -4.749, 2.130], [-5.295, 7.286, -1.385], [0.457, 7.843, 0.903], [-2.576, -2.894, -2.383], [-1.424, -0.043, -1.925], [3.081, -5.972, 4.561], [-1.810, 8.181, 0.255], [-6.348, -3.441, -0.779], [2.559, 3.680, 1.823], [2.609, -6.209, 6.201], [0.227, -1.902, -0.429], [6.625, -6.712, 4.424], [-4.852, -7.015, -3.789], [-3.780, -7.962, -5.363], [-6.864, -7.128, -0.201], [-6.015, -7.779, -4.187], [-6.056, -8.771, -3.717], [-1.814, -2.510, 0.108], [4.860, 4.446, 1.088], [2.547, 5.355, -5.742], [-6.546, -7.893, -0.916], [-1.301, -1.989, -0.754], [3.390, 6.694, -4.178], [5.588, -6.599, 4.099], [4.947, -2.401, 1.478], [2.763, 4.775, 1.697], [-0.096, 2.675, -0.026], [3.985, 4.115, -3.796], [4.786, -5.809, 5.064], [-4.641, 7.133, 1.419], [4.191, 5.974, 0.393], [2.635, 3.649, -0.687], [3.228, 8.444, 0.741], [-1.456, 8.981, -0.723], [1.749, -3.401, 5.551], [2.484, -3.029, 2.460], [0.594, 8.859, 0.905], [1.140, 1.378, -1.098], [0.681, -4.038, -1.148], [0.196, 0.391, 0.531], [3.636, 4.161, -0.729], [3.026, -4.426, 7.264], [3.674, 7.160, 2.004], [1.498, 5.609, 1.326], [1.075, -3.093, -0.720], [-4.636, 6.251, -0.334], [4.976, -0.781, 0.643], [2.484, -7.633, 6.531], [-3.011, -0.841, -1.539], [3.127, 4.634, -3.278], [-6.013, -7.935, -5.271], [5.377, -2.267, -0.300], [3.096, 6.109, -1.564], [3.471, -8.116, 6.579], [-5.925, -5.298, -1.722], [5.528, -4.591, 5.331], [1.555, 7.077, 1.270], [-2.616, 6.484, -1.344], [-1.280, -4.030, -1.777], [3.047, -4.267, 4.098], [-2.791, -7.012, -4.272], [-4.549, -6.261, -2.269], [-3.237, 5.726, -0.807], [3.154, 5.141, 2.690], [-1.001, 5.823, 0.622], [4.431, 3.382, -0.919], [3.144, -3.992, -0.624], [2.594, 8.577, 2.440], [-2.347, 5.085, 0.333], [4.786, 5.503, -2.038], [-4.483, -8.932, 0.178], [5.550, -3.901, 4.481], [-0.642, 7.538, -2.152], [5.578, -6.136, 3.105], [2.890, 0.141, 0.894], [-7.175, -5.215, -2.476], [6.567, -4.838, 5.573], [4.810, 5.317, -5.776], [-4.325, -7.183, 0.466], [2.688, 5.821, -4.233], [-4.273, -7.970, -0.295], [1.916, 6.067, -6.338], [2.701, -3.204, 5.039], [-1.147, 8.549, -2.186], [-2.123, -0.041, -0.186], [4.068, 6.003, -7.295], [1.732, 1.860, 0.539], [3.478, -3.027, 5.780], [2.516, -3.091, -0.415], [-6.084, 8.202, -0.695], [1.680, -6.213, 3.997], [-7.276, -7.983, -1.718], [-6.604, -8.858, -0.402], [2.878, 7.849, 1.629], [-1.978, -0.621, -1.144], [-0.405, 9.238, -2.676], [-2.071, 8.472, -2.827], [-1.563, 10.730, 0.665], [3.943, 5.222, -6.494], [0.916, -0.769, 0.176], [2.226, -3.994, 2.901]], "lowdin_charge": [0.081, 0.116, -0.019, -0.290, -0.145, 0.077, -0.179, 0.060, 0.080, 0.079, 0.051, -0.309, -0.164, 0.098, 0.835, 0.096, 0.075, 0.121, 0.025, -0.187, 0.098, 0.182, 0.091, 0.100, 0.082, 0.144, 0.087, -0.260, -0.087, -0.009, -0.418, 0.103, 0.111, -0.206, 0.075, 0.048, 0.075, 0.071, -0.143, 0.071, 0.062, -0.187, -0.063, 0.080, -0.096, 0.085, 0.067, -0.820, 0.181, 0.055, 0.088, 0.799, 0.106, 0.078, 0.113, -0.330, -0.082, 0.078, -0.329, 0.080, 0.089, -0.143, 0.081, 0.146, 0.120, -0.256, -0.142, -0.330, 0.110, -0.154, 0.076, -0.131, 0.015, 0.114, -0.310, 0.872, 0.086, 0.089, 0.104, -0.300, 0.092, 0.056, 0.167, 0.162, 0.098, -0.051, -0.182, 0.050, 0.078, -0.039, 0.003, -0.730, 0.073, -0.143, 0.078, -0.198, 0.087, 0.084, 0.098, 0.077, -0.312, -0.145, -0.141, 0.089, 0.063, -0.308, 0.069, 0.806, -0.139, 0.130, -0.022, 0.121, 0.110, 0.102, -0.120, 0.125, 0.079, 0.082, 0.089, 0.077, 0.108, -0.149, 0.091, 0.070, 0.080, -0.237, -0.153, 0.100, -0.148, -0.013, 0.079, 0.071, 0.114, 0.047, -0.044, -0.067, -0.280, 0.060, 0.092, -0.006, -0.084, 0.096, 0.101, 0.092, -0.122, -0.171, -0.160]}

***

[3]
{"formula": "C19H35NO2P2Sr", "method": "ωB97M-V/def2-TZVPD", "molar_mass_da": 459.06, "de_lowest_kcal_mol": 65.7, "homo_ha": [-0.1411, -0.1383], "e_tot_ha": -1663.32738, "orbital_gap_ev": [3.615, 3.598], "species": ["H", "H", "O", "H", "H", "H", "H", "H", "P", "H", "H", "H", "C", "P", "H", "H", "H", "C", "H", "Sr", "C", "C", "C", "C", "H", "C", "C", "H", "C", "H", "C", "H", "H", "H", "H", "H", "H", "H", "H", "H", "H", "C", "H", "O", "C", "C", "H", "C", "C", "C", "H", "H", "C", "H", "H", "N", "C", "H", "C", "H"], "coordinates": [[3.059, 1.882, -6.661], [-2.378, 3.691, -3.432], [2.246, 2.057, -0.351], [-2.303, 0.675, -3.658], [-0.728, 3.126, 2.362], [1.270, -2.929, -3.065], [-0.780, -4.165, -2.670], [1.728, -1.300, -2.359], [-1.250, 2.079, -1.973], [3.464, -0.215, -5.868], [1.604, 3.139, 2.189], [-0.415, -1.496, -4.550], [-0.271, -1.677, 0.087], [-0.506, -2.019, -1.648], [-0.864, -4.129, -0.869], [-0.566, 3.004, -5.048], [-0.014, 3.904, -1.592], [0.032, 3.290, -2.504], [-1.980, 1.346, -5.900], [1.623, 0.942, -3.411], [2.092, 1.354, -6.520], [-1.210, -3.649, -1.796], [1.252, 1.927, 0.392], [-0.308, 2.118, 2.214], [-0.327, 3.944, -3.301], [-0.067, 2.103, -5.410], [-0.939, 1.236, -6.248], [0.775, -1.873, 0.321], [1.311, 2.177, -5.567], [1.701, 1.369, 2.460], [1.174, 2.165, 1.911], [-2.303, -3.583, -1.851], [2.380, -0.746, -7.128], [1.129, 3.122, -2.612], [-0.549, -0.624, 0.208], [1.583, 1.431, -7.491], [-3.063, 3.481, -1.809], [2.131, -1.570, -4.488], [-2.411, -1.343, -2.721], [-0.596, 1.516, 3.084], [1.900, 2.910, -5.008], [-1.688, -0.746, -2.173], [-0.968, -2.339, 0.604], [-2.088, 1.146, 0.832], [1.563, -0.886, -5.160], [-2.693, 2.963, -2.692], [-0.935, 1.645, -7.273], [2.406, -0.163, -6.182], [1.193, -2.252, -2.204], [-0.937, 1.563, 0.939], [-0.072, -0.457, -7.300], [-1.565, -0.816, -6.456], [-1.382, 0.533, -3.053], [-2.229, -0.445, -1.237], [-0.594, 0.448, -3.831], [0.002, 1.548, -0.080], [0.204, -0.847, -5.200], [1.688, -2.761, -1.362], [-0.591, -0.284, -6.346], [-3.479, 2.336, -3.109]], "lowdin_charge": [0.105, 0.016, -0.053, 0.077, 0.123, 0.067, 0.070, -0.005, 0.907, 0.092, 0.116, 0.072, -0.168, 0.863, 0.066, 0.071, 0.048, -0.319, 0.094, 1.334, -0.234, -0.175, -0.483, -0.109, 0.025, -0.266, -0.222, 0.063, -0.383, 0.118, -0.103, 0.070, 0.101, -0.007, 0.019, 0.103, 0.024, 0.048, 0.074, 0.116, 0.059, -0.299, 0.072, -0.012, -0.415, -0.287, 0.106, -0.243, -0.204, -0.563, 0.101, 0.108, -0.398, 0.098, -0.044, -0.057, -0.290, 0.071, -0.192, 0.033]}

***

[4]
{"formula": "C2H2O3S", "method": "ωB97M-V/def2-TZVPD", "molar_mass_da": 106.10, "de_lowest_kcal_mol": 92.2, "homo_ha": -0.3545, "e_tot_ha": -701.19345, "orbital_gap_ev": 8.664, "species": ["O", "C", "O", "H", "C", "O", "S", "H"], "coordinates": [[-2.454, -0.154, -1.436], [1.848, 0.802, 0.180], [2.324, 1.586, 0.904], [0.735, -1.079, 0.482], [0.818, -0.092, -0.061], [-1.650, -0.773, 0.667], [-1.490, -0.935, -0.761], [-0.132, 0.646, 0.025]], "lowdin_charge": [-0.398, -0.166, 0.169, 0.079, -0.145, -0.452, 0.822, 0.090]}

***

[5]
{"formula": "C4H13FN3O2", "method": "ωB97M-V/def2-TZVPD", "molar_mass_da": 154.17, "total_charge": 1, "de_lowest_kcal_mol": 15.1, "homo_ha": -0.4861, "e_tot_ha": -574.44139, "orbital_gap_ev": 10.371, "species": ["C", "H", "H", "N", "H", "O", "C", "H", "F", "C", "C", "H", "O", "H", "N", "H", "H", "H", "H", "N", "H", "H", "H"], "coordinates": [[-2.188, 0.053, -1.249], [1.083, 1.923, 1.384], [-2.939, 0.925, -1.403], [-1.434, 0.632, -0.127], [-3.532, -0.851, -0.439], [0.444, 0.997, -1.121], [-0.168, 1.052, 0.009], [1.327, -3.114, 1.119], [-2.171, 0.757, 1.009], [1.872, 1.448, -1.183], [1.564, -1.996, 1.040], [-0.256, -1.364, 1.452], [-2.773, -1.135, -0.875], [2.029, -1.649, 2.038], [0.196, 1.502, 1.244], [2.000, 1.997, -2.228], [2.380, 0.464, -1.187], [-1.418, -0.280, -1.912], [2.174, -1.898, 0.156], [0.314, -1.303, 0.638], [-0.142, -1.892, 0.011], [2.100, 2.214, -0.448], [-0.463, 1.518, 2.068]], "lowdin_charge": [-0.155, 0.105, 0.188, -0.034, 0.068, 0.003, -0.411, 0.096, 0.061, 0.059, -0.134, 0.069, 0.043, 0.107, 0.233, 0.151, 0.107, 0.139, 0.052, -0.055, 0.054, 0.084, 0.169]}

***

[6]
{"formula": "C2H3F2I", "method": "ωB97M-V/def2-TZVPD", "molar_mass_da": 191.95, "de_lowest_kcal_mol": 86.6, "homo_ha": [-0.3878, -0.3869], "e_tot_ha": -575.28864, "orbital_gap_ev": [8.232, 8.205], "species": ["H", "C", "H", "I", "F", "H", "F", "C"], "coordinates": [[-1.274, 0.186, 0.805], [0.694, -0.148, 0.109], [1.206, -0.292, -0.809], [1.786, 0.250, 1.788], [0.573, 1.806, -1.083], [-1.049, 0.126, -1.008], [-1.143, -1.630, 0.161], [-0.793, -0.297, 0.036]], "lowdin_charge": [0.084, -0.505, 0.038, 1.020, -0.459, 0.152, -0.042, -0.289]}